{
  "formula": "C3H3NOS2",
  "method": "wB97M-V/def2-TZVPD",
  "elements": ["C", "C", "C", "N", "O", "S", "S", "H", "H", "H"],
  "positions_angstrom": [[2.75, 0.34, 0.59], [-0.42, -0.49, -0.85], [-1.09, -0.05, 0.34], [1.66, 0.19, 0.87], [0.20, -0.17, -1.84], [-1.19, -1.78, -0.08], [-2.57, 0.96, 0.35], [3.74, 0.12, 0.29], [-0.43, 0.24, 1.19], [-2.65, 0.65, -0.85]],
  "lowdin_charge": [0.000, -0.868, -0.944, 0.108, 0.045, 0.970, 0.776, 0.063, 0.045, -0.195],
  "lumo_ev": 0.54,
  "smiles": "O=C1S[C@@H]1S.C#N",
  "homo_lumo_gap_ha": 0.3579,
  "e_tot_ha": -1042.39418,
  "homo_energy_ev": -9.2
}